Entry from the Open Molecules 2025 dataset: C3H6N2O in the gas phase (ωB97M-V/def2-TZVPD).

Computed properties:
Gap between HOMO and LUMO   7.642 eV
E_tot   -302.5208 hartree
E_LUMO   0.637 eV

Last column: Löwdin charge in e.
Geometry (Å):
N  -1.227  1.033  0.589  0.213
C  -0.129  0.290  0.698  -0.408
O  0.027  -0.325  1.868  0.114
C  0.870  0.068  -0.285  -0.390
C  0.381  -1.249  -0.927  -0.115
N  0.383  0.079  -1.642  -0.051
H  -2.010  0.840  1.199  0.130
H  -1.388  1.500  -0.293  0.127
H  1.917  0.175  0.002  0.137
H  -0.679  -1.423  -0.645  0.030
H  0.643  -1.057  1.674  0.137
H  1.211  0.070  -2.238  0.077

Entry from the Open Molecules 2025 dataset: a molecular structure, C3H5BrNO2P (ωB97M-V/def2-TZVPD).

Computed properties:
Gap between HOMO and LUMO (spin up / spin down)   6.924 / 6.938 eV
E_tot   -3237.7202 hartree
E_LUMO (spin up / spin down)   -2.330 / -2.327 eV

Last column: Löwdin charge in e.
Geometry (Å):
C  -1.381  0.311  0.024  -0.727
C  -0.516  -0.695  0.594  -0.639
C  1.807  -1.317  0.131  -0.012
N  -0.249  2.372  0.673  -0.180
O  -0.841  -1.620  1.298  0.102
O  0.644  -0.517  -0.054  -0.119
P  -0.795  1.820  -0.638  0.483
Br  -3.123  0.391  0.676  0.799
H  1.770  -1.994  1.042  0.123
H  2.488  -0.578  0.136  0.052
H  1.896  -1.981  -0.768  0.113
H  0.212  1.593  -1.599  -0.001
H  -1.912  2.215  -1.515  0.008

Entry from the Open Molecules 2025 dataset: a molecular structure, C39H37BiN4PS2 (ωB97M-V/def2-TZVPD).

Computed properties:
Charge   +3
Gap between HOMO and LUMO   6.267 eV
E_tot   -3078.9198 hartree
E_LUMO   -8.624 eV

Last column: Löwdin charge in e.
Geometry (Å):
Bi  -0.136  0.101  -0.078  1.824
C  0.776  -3.077  3.045  -0.026
C  1.388  -2.223  1.984  -0.292
C  1.619  -2.726  0.704  -0.059
C  2.316  -1.986  -0.236  -0.112
C  2.785  -0.716  0.080  -0.160
C  2.538  -0.193  1.344  -0.157
C  1.837  -0.937  2.283  -0.088
H  0.087  -3.810  2.633  0.074
H  0.274  -2.487  3.809  0.088
H  1.570  -3.636  3.542  0.112
H  1.311  -3.734  0.466  0.132
H  2.545  -2.424  -1.197  0.121
H  3.386  -0.166  -0.627  0.119
H  2.931  0.774  1.616  0.121
H  1.706  -0.552  3.284  0.115
N  -0.703  -0.792  -2.358  -0.013
C  -1.212  -2.149  -2.381  -0.243
C  -1.287  -2.857  -3.557  0.020
C  -1.836  -4.147  -3.591  -0.017
C  -2.307  -4.725  -2.443  0.020
C  -2.223  -4.031  -1.219  -0.123
C  -2.689  -4.586  -0.011  0.051
C  -2.523  -3.885  1.157  -0.006
C  -1.909  -2.628  1.112  -0.161
N  -1.516  -2.047  -0.004  -0.064
C  -1.649  -2.726  -1.172  -0.199
H  -1.404  -0.168  -2.758  0.091
H  0.124  -0.755  -2.954  0.105
H  -0.930  -2.414  -4.476  0.130
H  -1.884  -4.678  -4.528  0.129
H  -2.737  -5.716  -2.451  0.137
H  -3.160  -5.557  -0.023  0.141
H  -2.859  -4.285  2.100  0.128
H  -1.733  -2.080  2.027  0.108
S  0.043  1.389  5.810  1.055
C  0.164  2.137  7.335  -0.360
C  0.257  3.498  7.244  -0.137
C  0.230  3.959  5.928  -0.078
C  0.116  2.940  4.998  -0.473
C  0.101  3.052  3.577  -0.174
C  -0.026  1.920  2.743  -0.100
N  -0.008  1.967  1.427  -0.092
C  0.169  3.149  0.793  -0.197
C  0.288  4.353  1.541  -0.112
C  0.480  5.594  0.859  0.026
C  0.502  5.640  -0.490  0.022
C  0.330  4.458  -1.275  -0.108
C  0.293  4.522  -2.664  0.105
C  0.207  3.341  -3.409  -0.173
C  0.127  2.145  -2.676  -0.095
N  0.074  2.060  -1.357  -0.062
C  0.191  3.196  -0.624  -0.182
C  0.206  3.292  -4.840  -0.465
C  0.280  4.330  -5.746  -0.075
C  0.236  3.908  -7.082  -0.134
C  0.137  2.552  -7.207  -0.360
S  0.096  1.764  -5.697  1.049
C  0.223  4.288  2.927  0.097
H  0.167  1.540  8.224  0.083
H  0.355  4.136  8.102  0.123
H  0.309  5.001  5.681  0.120
H  -0.151  0.943  3.182  0.081
H  0.625  6.485  1.449  0.137
H  0.655  6.571  -1.010  0.135
H  0.327  5.485  -3.147  0.140
H  0.113  1.231  -3.239  0.046
H  0.362  5.362  -5.462  0.121
H  0.269  4.569  -7.930  0.125
H  0.079  1.966  -8.103  0.083
H  0.269  5.207  3.489  0.136
C  -3.732  0.273  -1.097  -0.215
P  -2.662  0.887  0.242  0.756
C  -3.419  0.279  1.785  -0.210
C  -2.972  2.685  0.316  -0.205
H  -4.778  0.371  -0.806  0.077
H  -3.519  -0.774  -1.296  0.035
H  -3.572  0.860  -1.999  0.060
H  -4.332  0.847  1.969  0.076
H  -2.748  0.416  2.631  0.048
H  -3.676  -0.772  1.683  0.043
H  -4.045  2.859  0.278  0.076
H  -2.506  3.203  -0.518  0.051
H  -2.581  3.086  1.248  0.057

Entry from the Open Molecules 2025 dataset: a molecular structure, C28H32N5O4PTl (ωB97M-V/def2-TZVPD).

Computed properties:
Charge   -1
Gap between HOMO and LUMO   6.754 eV
E_tot   -2174.7917 hartree
E_LUMO   2.389 eV

Last column: Löwdin charge in e.
Geometry (Å):
Tl  1.002  -0.804  1.259  0.752
N  -0.284  3.060  1.993  0.007
C  0.093  4.244  1.230  -0.284
C  0.501  3.842  -0.180  -0.240
N  1.693  3.006  -0.136  -0.092
C  2.082  2.454  -1.434  -0.224
C  3.154  1.385  -1.272  -0.260
N  2.653  0.123  -0.724  -0.054
H  -0.361  3.259  2.982  0.069
H  -1.178  2.695  1.686  0.067
H  -0.699  5.003  1.171  0.100
H  0.957  4.696  1.721  0.108
H  -0.333  3.324  -0.676  0.113
H  0.720  4.749  -0.752  0.114
H  1.495  2.224  0.486  0.054
H  1.226  2.039  -1.989  0.111
H  2.497  3.276  -2.025  0.113
H  3.637  1.226  -2.244  0.107
H  3.906  1.787  -0.590  0.095
H  2.141  -0.413  -1.418  0.038
H  3.428  -0.446  -0.399  0.068
C  -4.574  -0.058  -4.747  -0.108
C  -5.042  -0.669  -3.593  -0.095
C  -4.207  -0.831  -2.493  -0.093
C  -2.891  -0.376  -2.528  -0.385
C  -2.430  0.226  -3.701  -0.116
C  -3.258  0.383  -4.801  -0.098
P  -1.654  -0.530  -1.164  1.050
C  -2.722  -1.116  0.212  -0.378
C  -2.529  -2.446  0.803  -0.217
C  -3.634  -2.937  1.784  -0.206
C  -4.744  -2.016  2.026  -0.080
C  -4.694  -0.738  1.615  -0.103
C  -3.660  -0.281  0.710  -0.137
C  -0.726  -2.035  -1.648  -0.471
C  -1.215  -2.919  -2.616  -0.117
C  -0.453  -4.015  -2.990  -0.120
C  0.788  -4.210  -2.398  -0.123
C  1.243  -3.325  -1.430  -0.161
C  0.525  -2.190  -1.008  -0.287
H  -5.230  0.072  -5.599  0.094
H  -6.062  -1.031  -3.548  0.097
H  -4.583  -1.327  -1.608  0.100
H  -1.397  0.557  -3.749  0.097
H  -2.880  0.850  -5.703  0.096
H  -2.056  -3.179  0.164  0.126
H  -3.885  -3.991  1.775  0.127
H  -5.619  -2.402  2.536  0.098
H  -5.504  -0.057  1.851  0.092
H  -3.761  0.716  0.289  0.098
H  -2.187  -2.768  -3.072  0.091
H  -0.824  -4.708  -3.737  0.089
H  1.401  -5.053  -2.702  0.089
H  2.220  -3.513  -0.987  0.082
O  6.039  0.258  5.245  0.101
C  5.668  1.398  4.734  -0.536
O  6.021  2.466  5.202  0.051
C  4.785  1.389  3.525  -0.057
C  4.419  2.560  2.904  -0.022
N  3.634  2.234  1.867  0.008
N  3.441  0.918  1.771  0.043
C  4.124  0.365  2.761  -0.133
C  4.087  -1.155  2.865  -0.628
O  4.896  -1.692  3.665  -0.026
O  3.305  -1.778  2.121  -0.166
H  5.664  -0.554  4.695  0.113
H  4.694  3.574  3.143  0.128
H  3.174  2.817  1.182  0.100
C  -2.261  -2.575  2.269  -0.092
H  -2.171  -1.661  2.841  0.112
H  -1.606  -3.379  2.576  0.110

Entry from the Open Molecules 2025 dataset: 2 unconnected molecules or ions with the total composition C11H18 (ωB97M-V/def2-TZVPD).

Computed properties:
Spin multiplicity   2
Charge   -1
Gap between HOMO and LUMO (spin up / spin down)   2.328 / 7.623 eV
E_tot   -429.8690 hartree
E_LUMO (spin up / spin down)   3.470 / 3.270 eV

Last column: Löwdin spin population.
Geometry (Å):
C  0.719  -2.701  2.448  0.043
C  -2.861  -1.491  1.893  0.129
C  -2.897  -1.319  0.522  0.071
C  -1.655  -1.891  2.525  0.153
C  -0.525  -2.220  1.764  0.045
C  -1.749  -1.564  -0.235  0.149
C  -0.621  -2.171  0.384  0.134
H  -3.747  -1.342  2.507  0.014
H  -3.824  -1.027  0.026  0.012
H  -1.677  -2.031  3.604  0.022
H  -1.696  -1.244  -1.270  0.019
H  0.505  -3.156  3.412  0.003
H  1.454  -1.930  2.627  0.009
H  0.221  -2.481  -0.229  0.018
H  1.222  -3.465  1.851  0.008
C  1.232  1.823  -1.329  0.009
C  2.638  1.967  -1.867  0.021
C  0.844  3.102  -0.499  0.036
C  0.198  1.548  -2.395  0.036
H  1.116  1.031  -0.588  0.003
H  2.594  2.396  -2.871  0.003
H  1.502  3.937  -0.723  0.003
H  -0.227  3.276  -0.533  0.011
H  1.061  2.868  0.547  0.012
H  -0.823  1.254  -2.145  0.016
H  -0.020  2.445  -2.994  0.005
H  0.579  0.827  -3.130  0.007
H  3.140  1.010  -2.075  0.005
H  3.296  2.551  -1.227  0.003

Entry from the Open Molecules 2025 dataset: C2H2O2S2 in the gas phase (ωB97M-V/def2-TZVPD).

Computed properties:
Gap between HOMO and LUMO   9.415 eV
E_tot   -1024.2553 hartree
Structure (SMILES)   O=C(S)C(=O)S
E_LUMO   -0.662 eV

Last column: Löwdin charge in e.
Geometry (Å):
O  -0.573  -1.984  -0.125  -0.005
C  -0.723  -0.789  -0.145  -0.747
S  -2.363  -0.088  0.025  0.855
C  0.509  0.244  -0.138  -0.795
O  0.392  1.443  -0.168  -0.006
S  2.018  -0.573  0.025  0.908
H  -1.900  1.150  0.253  -0.126
H  2.641  0.597  0.273  -0.084

Entry from the Open Molecules 2025 dataset: a molecular structure, C11H14N (ωB97M-V/def2-TZVPD).

Computed properties:
Spin multiplicity   3
Charge   +1
Gap between HOMO and LUMO (spin up / spin down)   6.325 / 6.907 eV
E_tot   -481.7167 hartree
E_LUMO (spin up / spin down)   -3.474 / -5.968 eV

Last column: Löwdin spin population.
Geometry (Å):
C  -0.486  3.111  1.063  0.408
C  -1.315  2.219  1.821  0.147
C  0.233  2.672  0.013  0.331
C  -1.560  1.053  1.298  0.513
C  0.112  1.299  -0.232  -0.016
C  0.880  0.342  -0.865  0.296
C  -1.630  -0.418  1.270  0.087
C  2.037  -0.294  -1.464  0.055
C  -0.388  -1.247  0.775  0.026
C  1.681  -1.516  -0.569  0.015
C  -0.615  -1.644  -1.518  0.014
N  0.358  -1.097  -0.541  0.012
H  -0.206  4.086  1.445  0.016
H  -1.881  2.645  2.644  0.011
H  0.669  3.429  -0.631  0.009
H  -1.802  -0.802  2.303  0.013
H  -2.490  -0.662  0.592  0.020
H  2.117  -0.602  -2.621  0.028
H  3.096  0.164  -1.366  0.009
H  0.387  -1.177  1.498  0.000
H  -0.689  -2.367  0.814  0.001
H  1.911  -2.416  -1.015  0.002
H  2.189  -1.501  0.460  0.000
H  -1.336  -0.912  -1.735  0.001
H  -0.240  -1.866  -2.478  0.001
H  -1.035  -2.500  -0.961  0.001

Entry from the Open Molecules 2025 dataset: a molecular structure, C3H6As2F13O3Tl (ωB97M-V/def2-TZVPD).

Computed properties:
Gap between HOMO and LUMO   1.229 eV
E_tot   -6285.5922 hartree
E_LUMO   -10.616 eV

Last column: Löwdin charge in e.
Geometry (Å):
Tl  -9.127  7.101  -14.604  0.984
As  -7.001  12.429  -10.105  0.937
F  -8.710  12.870  -10.204  -0.209
F  -6.813  13.943  -9.143  -0.246
F  -5.223  12.142  -10.242  -0.243
F  -7.404  10.957  -11.053  -0.268
F  -6.762  13.393  -11.657  -0.215
F  -7.214  11.499  -8.568  -0.255
As  -7.678  1.589  -19.178  0.914
F  -7.048  2.849  -20.331  -0.264
F  -7.978  2.880  -17.915  -0.291
F  -8.332  0.311  -18.088  -0.256
F  -7.546  0.317  -20.455  -0.242
F  -6.030  1.226  -18.668  -0.251
F  -9.352  1.933  -19.688  -0.252
F  -10.133  11.463  -15.486  -0.126
C  -2.306  10.861  -14.863  -0.002
O  -1.622  9.601  -14.620  -0.021
C  -2.366  8.478  -14.291  -0.523
O  -3.529  8.421  -14.116  0.212
O  -1.537  7.402  -14.130  0.020
C  -0.102  7.483  -14.278  -0.013
H  -3.287  10.952  -14.397  0.100
H  -2.361  10.977  -15.946  0.101
H  -1.691  11.692  -14.517  0.099
H  0.332  6.488  -14.178  0.103
H  0.230  8.120  -13.457  0.105
H  0.302  7.966  -15.168  0.102